Record 1
3 unconnected molecules or ions with the total composition C2H4, computed with ωB97M-V/def2-TZVPD.

E_tot = -78.35961 hartree
energy above the lowest of the compared OMol25 structures with the same formula, charge and spin = 129.8 kcal per mole
strongest force on any atom = 4.9 eV Å⁻¹
LUMO = -1.103 eV
HOMO-LUMO gap = 0.36054 Ha

Structure (ORCA input):
```
! wB97M-V def2-TZVPD RIJCOSX def2/J DEFGRID3
* xyz 0 1
C -0.196 0.059 -0.267
C 0.453 1.131 0.019
H -0.435 -0.785 0.368
H -0.705 0.030 -1.720
H -0.374 -3.134 1.550
H -0.212 -3.257 0.830
*
```


Record 2
2 unconnected molecules or ions with the total composition C7H12, computed with ωB97M-V/def2-TZVPD.

E_tot = -273.84974 hartree
energy above the lowest of the compared OMol25 structures with the same formula, charge and spin = 36.9 kcal per mole
strongest force on any atom = 0.2 eV Å⁻¹
LUMO = 1.128 eV
HOMO-LUMO gap = 0.33959 Ha

Structure (ORCA input):
```
! wB97M-V def2-TZVPD RIJCOSX def2/J DEFGRID3
* xyz 0 1
C 0.801 1.960 -1.634
C 0.244 0.569 -1.593
C -0.037 -0.125 -0.488
C -0.203 -1.586 -0.443
C 0.046 -2.045 0.787
C 0.337 -0.921 1.756
C -0.052 0.339 0.956
H 1.702 1.960 -2.261
H 0.113 2.700 -2.058
H 1.094 2.297 -0.636
H 0.172 0.047 -2.548
H -0.392 -2.186 -1.328
H 0.107 -3.093 1.064
H -0.218 -1.015 2.696
H 1.404 -0.905 2.017
H 0.587 1.203 1.155
H -1.079 0.633 1.216
H -2.788 -1.022 0.316
H -2.923 -0.426 -0.108
*
```